{"formula": "C25H42N3O4PW", "method": "wB97M-V/def2-TZVPD", "orbital_gap_ev": [4.644, 3.951], "e_homo_ev": [-16.685, -16.685], "multiplicity": 4, "total_charge": 3, "species": ["C", "N", "C", "C", "C", "C", "W", "C", "O", "C", "N", "C", "C", "C", "P", "C", "C", "C", "C", "C", "C", "C", "C", "C", "C", "H", "H", "H", "H", "H", "H", "H", "H", "H", "H", "H", "H", "H", "H", "H", "H", "H", "H", "H", "H", "H", "H", "H", "H", "H", "H", "H", "H", "H", "H", "H", "H", "H", "H", "C", "H", "H", "H", "O", "H", "O", "C", "C", "C", "C", "O", "N", "H", "H", "H", "H"], "positions_angstrom": [[-1.73109, -2.30793, -0.09070], [-1.59619, -1.18976, 0.73832], [-2.59746, -0.89746, 1.61477], [-3.64149, -1.78607, 1.85909], [-3.66860, -3.01448, 1.19376], [-2.72398, -3.26885, 0.22289], [0.23606, -0.15985, 0.90059], [0.88499, 1.32381, -0.14408], [1.42522, 2.20406, -0.74275], [-2.44600, 0.40454, 2.31676], [-1.01727, 0.80918, 2.34000], [-0.41069, 0.21818, 3.56800], [-0.31557, -1.27970, 3.51833], [-0.87354, -2.38265, -1.18965], [0.26565, -1.06830, -1.49632], [-0.47179, -0.23565, -3.07621], [-0.28679, -1.11909, -4.31903], [1.86114, -2.01129, -1.94180], [2.85245, -1.03488, -2.59691], [2.46311, -2.51119, -0.63187], [1.62302, -3.25435, -2.81703], [-1.97200, -0.00001, -2.85142], [0.20063, 1.11428, -3.35853], [-0.90082, 2.29862, 2.46972], [-1.62149, 3.04106, 1.36605], [-4.38458, -1.52875, 2.61551], [-4.44129, -3.74541, 1.42642], [-2.73838, -4.18638, -0.36477], [-1.03459, -3.19740, -1.90410], [3.41154, -3.01714, -0.85676], [2.71159, -1.71249, 0.06993], [1.80455, -3.21173, -0.10927], [2.57402, -3.80631, -2.87325], [0.88443, -3.92141, -2.36049], [1.31486, -3.03137, -3.84351], [3.84808, -1.50527, -2.60425], [2.61159, -0.79672, -3.64197], [2.93673, -0.09382, -2.03144], [-0.81391, -0.63454, -5.15720], [0.76535, -1.20555, -4.62129], [-0.72052, -2.11856, -4.19314], [-2.51077, -0.93641, -2.67712], [-2.17021, 0.67406, -2.00729], [-2.39848, 0.46414, -3.75345], [1.28856, 1.03335, -3.46023], [-0.18841, 1.49763, -4.31532], [-0.01866, 1.86631, -2.59605], [-3.05467, 1.16993, 1.82588], [-2.78873, 0.35784, 3.36187], [0.57700, 0.66486, 3.71665], [-1.05306, 0.55480, 4.39354], [0.16700, 2.54697, 2.45319], [-1.29419, 2.57461, 3.46208], [-1.35021, 4.10404, 1.40176], [-1.32954, 2.70007, 0.36748], [-2.71293, 2.99721, 1.46261], [0.35136, -1.58635, 4.33939], [-1.29353, -1.75146, 3.66051], [0.13945, -1.70563, 2.59621], [-2.46973, 5.98503, -1.61500], [-3.18897, 6.36454, -0.88321], [-2.94232, 5.97985, -2.60794], [-1.60757, 6.65761, -1.63428], [-2.01619, 4.70822, -1.16956], [-2.19351, 4.06452, -1.87343], [2.60038, -2.15256, 2.48868], [2.95417, -0.98678, 2.43372], [4.27685, -0.41706, 2.95594], [4.14388, 1.07737, 2.83653], [2.75896, 1.30230, 2.22601], [2.22521, 2.38987, 2.07118], [2.19012, 0.06237, 1.88084], [4.47852, -0.74096, 3.98567], [5.06890, -0.80469, 2.30259], [4.20128, 1.59132, 3.80398], [4.89304, 1.51371, 2.16418]], "forces_ev_per_angstrom": [[-0.01, -0.05, 0.47], [-1.11, 0.04, -0.18], [0.34, -0.67, -0.26], [0.01, 0.19, 0.14], [-0.18, 0.20, 0.25], [0.34, -0.05, -0.73], [2.24, -1.91, 2.93], [4.28, 7.53, -4.44], [-3.25, -4.99, 3.30], [-0.38, 0.00, 0.38], [-0.37, 0.17, -0.32], [0.37, 0.44, 0.68], [-0.02, -0.44, 0.66], [-0.96, -0.76, 0.36], [0.04, -0.86, -1.96], [-0.22, 0.90, -0.19], [0.20, -0.40, 0.06], [0.73, 0.31, 0.09], [0.11, 0.12, -0.17], [-0.05, -0.01, 0.37], [-0.39, 0.07, -0.24], [-0.10, -0.11, 0.26], [0.24, 0.20, 0.05], [0.09, 0.90, -0.19], [-0.13, 0.38, 0.08], [0.13, -0.09, -0.29], [0.17, 0.13, -0.06], [-0.10, 0.20, 0.17], [0.23, 0.34, 0.26], [-0.27, -0.01, 0.12], [0.01, 0.16, -0.14], [0.10, -0.10, -0.05], [-0.23, 0.22, 0.09], [0.26, -0.04, -0.13], [0.13, -0.07, 0.35], [-0.30, 0.13, 0.03], [0.00, -0.06, 0.37], [0.08, -0.20, -0.14], [0.09, -0.08, 0.39], [-0.39, 0.01, 0.11], [0.10, 0.17, -0.11], [-0.02, 0.10, -0.08], [0.05, -0.05, -0.09], [0.19, -0.12, 0.27], [-0.22, 0.05, -0.02], [0.10, -0.16, 0.31], [-0.08, -0.09, -0.19], [0.19, -0.19, -0.09], [-0.10, -0.06, -0.35], [-0.29, 0.08, -0.06], [0.32, -0.21, 0.01], [-0.23, -0.16, 0.10], [0.06, -0.16, -0.27], [-0.06, -0.30, 0.00], [-0.08, 0.00, 0.02], [0.27, 0.13, -0.16], [-0.21, -0.15, -0.41], [0.29, -0.09, -0.13], [0.18, -0.19, 0.19], [-0.05, 0.82, 0.11], [0.05, 0.00, -0.19], [0.19, -0.19, 0.34], [-0.19, 0.00, -0.10], [-0.07, -1.13, -0.52], [0.05, 0.45, 0.32], [-0.24, 1.55, -0.49], [0.88, -1.44, 0.95], [-0.16, -0.61, -0.14], [-0.48, 0.52, -0.16], [1.01, 1.67, 0.27], [0.04, -1.65, -0.19], [-2.73, -0.15, -1.34], [-0.13, -0.20, -0.40], [-0.10, -0.11, 0.27], [-0.01, 0.04, -0.32], [-0.22, 0.11, 0.20]]}

{"formula": "C5H14NO", "method": "wB97M-V/def2-TZVPD", "orbital_gap_ev": 11.142, "smiles": "CCC[C@@H]([NH3+])CO", "e_homo_ev": -14.646, "e_above_lowest_ev": 2.5007, "total_charge": 1, "species": ["C", "C", "C", "C", "N", "C", "O", "H", "H", "H", "H", "H", "H", "H", "H", "H", "H", "H", "H", "H", "H"], "positions_angstrom": [[2.00044, -0.93670, -0.73883], [0.90279, -1.58479, 0.09813], [0.05054, -0.64718, 0.96437], [-1.12444, 0.08516, 0.18133], [-1.86443, 1.11101, 1.01099], [-0.50595, 0.90735, -1.09936], [0.22084, 1.84221, -0.40541], [2.34109, -1.70309, -1.57060], [1.73257, -0.11168, -1.38968], [2.77164, -0.65564, -0.08306], [1.33678, -2.22766, 0.72114], [0.19411, -2.20406, -0.56014], [0.64321, 0.12691, 1.32584], [-0.39639, -1.03721, 1.89642], [-1.92915, -0.61551, -0.22159], [-2.31267, 0.77762, 1.86357], [-2.65477, 1.53415, 0.54253], [-1.20729, 1.94813, 1.32652], [0.15182, 0.41095, -1.87407], [-1.44587, 1.46958, -1.59864], [1.09514, 1.51045, -0.38948]], "forces_ev_per_angstrom": [[-0.45, -2.05, -2.47], [-3.64, 1.60, -3.23], [-2.58, 0.42, -0.52], [0.34, -1.95, -2.77], [1.61, 2.06, 1.28], [-3.42, 0.29, 0.49], [0.05, 2.10, -0.13], [-0.19, 1.29, 2.04], [-0.09, 0.28, 0.32], [1.42, 0.36, 0.46], [1.81, -2.81, 2.48], [0.97, 0.80, 0.84], [1.39, 1.55, 0.66], [0.27, -0.67, -0.57], [1.04, 0.62, 0.86], [0.45, -0.65, 0.21], [-0.08, 0.23, -0.84], [-1.24, -2.06, -1.07], [-1.63, -0.02, 1.00], [2.20, -1.32, 0.71], [1.77, -0.05, 0.25]]}

{"formula": "C6H8N2O2S", "method": "wB97M-V/def2-TZVPD", "orbital_gap_ev": 9.720, "e_homo_ev": -9.780, "e_above_lowest_ev": 5.7294, "species": ["C", "C", "C", "C", "C", "C", "N", "N", "O", "O", "S", "H", "H", "H", "H", "H", "H", "H", "H"], "positions_angstrom": [[-1.05281, 2.41249, 0.05334], [1.20538, 1.62899, -0.77162], [1.51208, -1.06445, -0.16486], [-0.23731, 1.35196, -0.35991], [-0.42106, -0.07785, 0.05576], [-1.34832, -0.44258, 1.14549], [-1.77090, 3.14231, 0.54962], [-0.84631, 0.31173, -1.20615], [3.62655, 0.64855, -0.48866], [2.07125, 0.77632, 1.50298], [2.29715, 0.49919, 0.10720], [1.41884, 1.54501, -1.76816], [1.63368, 2.66341, -0.62630], [1.63000, -1.69223, 0.58970], [1.40520, -1.35053, -1.13200], [-2.15757, 0.18998, 1.19218], [-1.07802, -0.50350, 2.17267], [-1.66261, -1.39305, 1.01307], [-1.80664, 0.24569, -1.44967]], "forces_ev_per_angstrom": [[-0.13, -0.36, 1.01], [0.48, 1.55, 1.96], [-3.48, 6.09, -0.20], [2.12, -1.17, -1.95], [2.33, -0.40, 0.54], [1.70, 0.11, 0.41], [-0.90, 1.21, 0.27], [1.36, -0.73, -0.39], [-1.52, -0.47, 0.64], [0.45, -0.09, 0.21], [0.73, 0.56, -0.33], [-0.05, -0.88, -2.85], [-0.70, -0.96, 0.76], [0.61, -2.81, 3.18], [-0.03, -1.04, -2.70], [-2.06, 1.64, -0.48], [1.57, 0.52, 0.72], [-1.48, -3.18, -0.94], [-1.01, 0.44, 0.14]]}

Number 1: E_tot -50352.4490 eV. Number 2: E_tot -8941.5073 eV. Number 3: E_tot -24257.0439 eV.